ORCA calculation (ωB97M-V with the def2-TZVPD basis set) on one molecule with the formula C3H4N2O2 at a distorted geometry.

Summary:
* relative energy (zero: lowest compared OMol25 entry of this formula, charge and spin): 593.2 kJ/mol
* lowest unoccupied orbital energy: 0.75 eV
* total energy: -10246.1166 eV

Last column: Mulliken charge in e.
Geometry (Å):
N 0.4661 -0.3513 -1.7456  -0.4547
C 0.5290 -0.0909 -0.4241  0.8852
C 0.3974 -1.0529 0.6071  -1.1773
O 0.5857 -0.2097 1.8691  -0.2893
C -0.3296 0.3466 1.0869  0.8768
O -1.6452 0.1910 1.3102  -0.5425
N 0.2039 1.2153 0.0629  -0.5444
H 0.0280 0.3299 -2.3460  0.2563
H 0.3910 -1.3246 -2.0116  0.2481
H -1.6436 -0.7883 1.1999  0.4531
H 1.0174 1.7347 0.3911  0.2887

---

ORCA calculation (ωB97M-V with the def2-TZVPD basis set) on one molecule with the formula C3H4N2O2 at a distorted geometry.

Summary:
* relative energy (zero: lowest compared OMol25 entry of this formula, charge and spin): 256.1 kJ/mol
* lowest unoccupied orbital energy: 0.55 eV
* total energy: -10249.6113 eV

Last column: Mulliken charge in e.
Geometry (Å):
O 1.8678 -0.4206 -0.4085  -0.5593
C 0.6144 0.0437 -0.2500  1.0794
C 0.0510 1.2809 -0.5705  -0.5499
N -1.1843 1.4038 -0.0500  -0.6771
N -1.5108 0.1220 0.3283  0.1216
C -0.3777 -0.6265 0.4418  -0.1560
O -0.4187 -1.8530 0.9454  -0.5413
H 2.3756 0.1863 -0.9774  0.3155
H 0.5052 2.1369 -1.0515  0.3836
H -2.3891 -0.0401 0.8077  0.2564
H 0.4667 -2.2334 0.7848  0.3271

---

ORCA calculation (ωB97M-V with the def2-TZVPD basis set) on one molecule with the formula C3H4N2O2 at a distorted geometry.

Summary:
* relative energy (zero: lowest compared OMol25 entry of this formula, charge and spin): 301.0 kJ/mol
* lowest unoccupied orbital energy: 0.55 eV
* total energy: -10249.1455 eV

Last column: Mulliken charge in e.
Geometry (Å):
H 2.1892 1.0149 0.8411  0.2477
N 1.5604 0.2669 0.5944  -0.6349
C 0.4859 0.5853 0.0560  0.7423
O -0.4948 -0.2908 -0.2829  -0.3206
C -0.1553 -1.6579 -0.0357  -0.6408
O 0.0855 1.8788 -0.1831  -0.3381
C -1.1952 2.1391 -0.3775  0.4972
N -2.3038 2.0973 -0.6903  -0.3782
H -0.9308 -2.2796 -0.4597  0.2371
H 0.8122 -1.9172 -0.4962  0.2994
H -0.0532 -1.8368 1.0339  0.2888

---

ORCA calculation (ωB97M-V with the def2-TZVPD basis set) on one molecule with the formula C3H4N2O2 at a distorted geometry.

Summary:
* relative energy (zero: lowest compared OMol25 entry of this formula, charge and spin): 334.6 kJ/mol
* lowest unoccupied orbital energy: 0.48 eV
* total energy: -10248.7968 eV

Last column: Mulliken charge in e.
Geometry (Å):
C -1.9168 -0.6767 -0.0065  -0.8076
N -0.5458 -0.3578 0.0296  0.2729
O 0.3626 -1.2904 0.0419  -0.2918
C 1.5666 -0.7040 -0.1242  0.0385
N 1.4740 0.5989 0.0833  -0.4536
C 0.1106 0.8400 0.0697  0.5772
O -0.4695 1.9308 -0.0562  -0.6463
H -2.0078 -1.3908 -0.8393  0.2998
H -2.2344 -1.1494 0.9837  0.2485
H -2.4324 0.2241 -0.3270  0.3700
H 2.4704 -1.2505 -0.1278  0.3925

---

ORCA calculation (ωB97M-V with the def2-TZVPD basis set) on an isolated ion of composition C3H4N2O2P and charge -1 at a distorted geometry.

Summary:
* charge: -1
* relative energy (zero: lowest compared OMol25 entry of this formula, charge and spin): 89.8 kJ/mol
* lowest unoccupied orbital energy: 4.07 eV
* total energy: -19539.7070 eV

Last column: Mulliken charge in e.
Geometry (Å):
O 2.2827 1.7601 0.0812  -0.5515
C 1.7149 0.7243 -0.0060  0.7341
C 1.7692 -0.5808 -0.0814  -0.7241
N 0.5295 -1.3040 0.1075  -0.1030
C -0.6006 -0.5342 0.0101  0.4269
O -1.6886 -1.0834 0.0198  -0.7080
N -0.3726 0.7526 -0.2573  -0.3298
P -1.7239 1.6718 -0.0096  -0.2043
H 2.6487 -1.0559 0.2991  0.2591
H 0.4826 -2.2706 -0.1757  0.2273
H -2.3542 0.8043 0.8752  -0.0055
H -2.6878 1.1159 -0.8629  -0.0211

---

ORCA calculation (ωB97M-V with the def2-TZVPD basis set) on a 2-piece molecular cluster, C3H4N2O2P overall at a distorted geometry.

Summary:
* charge: +1
* relative energy (zero: lowest compared OMol25 entry of this formula, charge and spin): 0.0 kJ/mol
* lowest unoccupied orbital energy (alpha / beta): -4.98 / -7.56 eV
* total energy: -19528.1550 eV

Last column: Mulliken charge in e.
Geometry (Å):
C -0.3271 -1.5009 0.4563  -0.5777
C -1.5908 -1.0323 0.7646  -0.0307
C 0.3504 -0.4406 -0.1273  -0.2092
N -1.6521 0.2558 0.3733  -0.1162
N -0.4703 0.6218 -0.1656  0.6530
O 3.5806 1.4608 -0.7164  -0.2138
O -0.2770 1.7699 -0.5939  -0.6031
P 3.8208 2.3462 -1.7949  0.5804
H 0.0508 -2.4852 0.6328  0.3892
H -2.4169 -1.5254 1.2317  0.4636
H 1.3506 -0.3807 -0.5032  0.4533
H -2.4191 0.9107 0.4425  0.2113

---

ORCA calculation (ωB97M-V with the def2-TZVPD basis set) on one molecule with the formula C3H4N2O2S at a distorted geometry.

Summary:
* relative energy (zero: lowest compared OMol25 entry of this formula, charge and spin): 36.6 kJ/mol
* lowest unoccupied orbital energy: -0.06 eV
* total energy: -21086.4522 eV

Last column: Mulliken charge in e.
Geometry (Å):
N -1.1249 1.4912 0.0172  -0.3049
C -1.0778 0.1647 -0.0586  0.3377
S -2.4442 -0.8142 -0.0382  -0.4002
N 0.2758 -0.3670 -0.0280  0.0653
C 1.4263 0.4623 -0.0127  0.1622
O 1.4135 1.6991 -0.0546  -0.5938
C 0.4738 -1.7781 0.0259  0.0347
O 1.5407 -2.3465 -0.0572  -0.4874
H -2.0586 1.8508 0.0623  0.1695
H -0.2794 2.0641 -0.0791  0.2927
H 2.3319 -0.1266 0.1066  0.3943
H -0.4771 -2.2998 0.1164  0.3299

---

ORCA calculation (ωB97M-V with the def2-TZVPD basis set) on one molecule with the formula C3H4N2O2S2 at a distorted geometry.

Summary:
* relative energy (zero: lowest compared OMol25 entry of this formula, charge and spin): 240.1 kJ/mol
* lowest unoccupied orbital energy: 0.05 eV
* total energy: -31918.9272 eV

Last column: Mulliken charge in e.
Geometry (Å):
C -0.5417 -0.1788 2.1251  0.4291
C -1.5407 0.2490 -0.2714  0.5775
C 2.1624 -0.2764 -0.7916  -0.7288
N 0.2163 0.0580 1.1360  -0.8681
N -0.2613 0.1921 -0.0556  0.6935
O -0.4714 -0.4838 3.2589  -0.4893
O -2.0224 0.4090 -1.4795  -0.5128
S -2.4122 0.0311 1.1696  -0.3392
S 0.7150 0.6699 -1.3412  -0.0247
H 2.9031 0.2519 -1.3205  0.3521
H 1.9762 -1.4130 -1.1115  0.2488
H 2.2442 -0.0775 0.3530  0.2873
H -2.9675 0.5684 -1.6714  0.3747

---

ORCA calculation (ωB97M-V with the def2-TZVPD basis set) on one molecule with the formula C3H4N2O3 at a distorted geometry.

Summary:
* relative energy (zero: lowest compared OMol25 entry of this formula, charge and spin): 275.1 kJ/mol
* lowest unoccupied orbital energy: 0.45 eV
* total energy: -12296.1439 eV

Last column: Mulliken charge in e.
Geometry (Å):
O 1.4495 1.7936 -0.9923  -0.4248
C 0.7179 1.0812 -0.4763  0.4691
C 0.1174 -0.1129 -1.3158  -0.2592
N -0.9890 -0.7600 -0.4440  -0.4791
N -0.6251 -0.8425 0.9994  -0.1375
C 0.0364 0.1306 1.6496  0.5472
O 0.0056 -0.0068 2.8377  -0.5210
O 0.6713 1.1595 0.9035  -0.2900
H -0.3072 0.2091 -2.4034  0.2990
H 1.1154 -0.6091 -1.7158  0.2239
H -1.8119 -0.2122 -0.3079  0.2935
H -0.3803 -1.8306 1.2652  0.2790

---

ORCA calculation (ωB97M-V with the def2-TZVPD basis set) on one molecule with the formula C3H4N2O3 at a distorted geometry.

Summary:
* relative energy (zero: lowest compared OMol25 entry of this formula, charge and spin): 209.1 kJ/mol
* lowest unoccupied orbital energy: 0.61 eV
* total energy: -12296.8283 eV

Last column: Mulliken charge in e.
Geometry (Å):
O 1.3718 -2.3263 0.0255  -0.3942
C 1.5981 -1.1947 0.0804  0.0319
N 0.4891 -0.2390 0.2203  0.1826
N -0.8244 -0.6974 -0.0558  -0.3911
C -1.4594 0.5648 -0.5061  -0.2543
O -0.5532 1.6688 -0.1832  -0.3017
C 0.5743 1.1595 0.2697  0.5742
O 1.5049 1.7544 0.6940  -0.5355
H 2.6190 -0.7514 0.3905  0.2951
H -1.1977 -0.9974 0.8870  0.2789
H -1.5571 0.3810 -1.7128  0.2086
H -2.5653 0.6778 -0.1095  0.3055

---

ORCA calculation (ωB97M-V with the def2-TZVPD basis set) on one molecule with the formula C3H4N2O3 at a distorted geometry.

Summary:
* relative energy (zero: lowest compared OMol25 entry of this formula, charge and spin): 264.8 kJ/mol
* lowest unoccupied orbital energy: -0.43 eV
* total energy: -12296.2513 eV

Last column: Mulliken charge in e.
Geometry (Å):
O 0.7098 -2.9507 -0.4352  -0.4624
C 0.8642 -2.2077 0.5207  0.0876
N 0.3778 -0.8925 0.8096  -0.0262
N -0.3073 -0.1543 0.0599  -0.3781
C -0.1522 1.0846 0.1426  0.1413
C -0.8032 1.9712 -0.8674  0.3547
O -0.9122 3.1393 -0.5972  -0.5165
O -1.3031 1.2606 -1.9059  -0.5542
H 1.6083 -2.4688 1.4540  0.2102
H 0.6016 -0.6229 1.8140  0.3092
H 0.3329 1.6486 0.9141  0.3740
H -1.0166 0.1924 -1.9092  0.4604

---

ORCA calculation (ωB97M-V with the def2-TZVPD basis set) on C3H4N2O3 as an isolated structure at a distorted geometry.

Summary:
* relative energy (zero: lowest compared OMol25 entry of this formula, charge and spin): 354.8 kJ/mol
* lowest unoccupied orbital energy (alpha / beta): -0.55 / -0.54 eV
* total energy: -12295.3183 eV

Last column: Mulliken charge in e.
Geometry (Å):
C 1.2005 1.0871 0.1301  -0.9504
C -1.2914 -0.2739 -0.7569  0.4505
C 0.8136 -0.3065 0.5001  0.7499
O -1.5273 -1.5019 -1.2434  -0.4438
N -1.3321 -0.2692 1.1767  -0.0790
N -0.3108 -0.1634 1.7262  -0.1902
O -1.5377 0.7366 -1.3388  -0.4805
O 1.2357 -1.3931 0.3022  -0.4389
H -1.1820 -2.1667 -0.6323  0.3893
H 1.6004 1.0803 -0.8846  0.3156
H 0.3532 1.7700 0.1841  0.3382
H 1.9778 1.4008 0.8366  0.3394

---

ORCA calculation (ωB97M-V with the def2-TZVPD basis set) on one molecule with the formula C3H4N2OS at a distorted geometry.

Summary:
* relative energy (zero: lowest compared OMol25 entry of this formula, charge and spin): 553.2 kJ/mol
* lowest unoccupied orbital energy (alpha / beta): -0.59 / -0.59 eV
* total energy: -19033.3153 eV

Last column: Mulliken charge in e.
Geometry (Å):
C 1.7761 -0.7495 0.6132  -0.1658
C 0.8050 1.4595 0.6839  -0.0805
C -1.0524 -0.5476 -1.0666  -0.2108
N 2.0262 -0.1062 1.6947  -0.3623
N 1.4234 1.0791 1.7562  -0.2979
O -1.8623 -0.0885 -0.1377  -0.3610
S 0.8410 0.1588 -0.5372  0.0050
H 2.0479 -1.7387 0.5529  0.5090
H -1.2802 0.1641 -2.0281  0.1365
H 0.2272 2.3003 0.4506  0.4591
H -1.5880 -0.3860 0.7766  0.3687

---

ORCA calculation (ωB97M-V with the def2-TZVPD basis set) on a 2-piece molecular cluster, C3H4N2OS overall at a distorted geometry.

Summary:
* relative energy (zero: lowest compared OMol25 entry of this formula, charge and spin): 446.2 kJ/mol
* lowest unoccupied orbital energy: -0.39 eV
* total energy: -19034.4234 eV

Last column: Mulliken charge in e.
Geometry (Å):
N 0.4400 0.9118 3.2745  -0.3688
C 1.3186 0.8515 2.5492  -0.0292
C 2.2903 0.8159 1.6238  0.4748
N 3.2661 0.9409 0.9676  0.4983
O 4.1300 0.9821 0.1219  -0.5723
C -1.8417 -0.9807 -1.8329  -0.6735
S -2.2528 0.4926 -0.8405  -0.1800
H -0.7744 -1.4846 -1.5447  0.2249
H -1.7199 -0.6964 -2.8964  0.2487
H -2.5604 -1.8350 -1.7926  0.2706
H -2.2957 0.0021 0.3699  0.1066

---

ORCA calculation (ωB97M-V with the def2-TZVPD basis set) on one molecule with the formula C3H4N2OS at a distorted geometry.

Summary:
* relative energy (zero: lowest compared OMol25 entry of this formula, charge and spin): 458.3 kJ/mol
* lowest unoccupied orbital energy (alpha / beta): -0.53 / -0.71 eV
* total energy: -19034.2981 eV

Last column: Mulliken charge in e.
Geometry (Å):
C -0.3709 0.6696 0.2714  0.2257
C -1.7216 0.5710 0.0438  -0.5110
C 1.7320 -0.6286 0.2243  0.0748
N 0.6869 -0.0767 -0.0226  -0.1646
N 2.9433 -0.9971 -0.2016  -0.3970
O -4.2960 0.3908 -0.2192  -0.5079
S -3.0633 -0.4342 -0.2429  0.2833
H -0.2365 1.6667 0.4979  0.2904
H -2.3356 1.4723 0.3460  0.1813
H 3.3121 -1.6317 0.4889  0.2808
H 3.3496 -1.0022 -1.1861  0.2442

---

ORCA calculation (ωB97M-V with the def2-TZVPD basis set) on C3H4N2OS as an isolated structure at a distorted geometry.

Summary:
* relative energy (zero: lowest compared OMol25 entry of this formula, charge and spin): 195.9 kJ/mol
* lowest unoccupied orbital energy: 0.64 eV
* total energy: -19037.0183 eV

Last column: Mulliken charge in e.
Geometry (Å):
C 1.0247 1.3864 0.0638  -0.1638
C -1.0215 -1.7107 -0.1011  0.1524
C -0.3697 0.8238 0.0552  -0.2368
N 2.0190 0.6323 0.1791  -0.4084
N -0.1300 -0.6444 -0.0217  -0.0172
O -2.2084 -1.7085 -0.2351  -0.5076
S 1.6555 -0.9590 0.1468  0.0611
H 1.1360 2.4845 -0.0702  0.3433
H -0.4674 -2.7078 0.0963  0.2055
H -0.9663 1.1473 0.8211  0.3567
H -0.6721 1.2560 -0.9343  0.2148

---

ORCA calculation (ωB97M-V with the def2-TZVPD basis set) on one molecule with the formula C3H4N2OS at a distorted geometry.

Summary:
* relative energy (zero: lowest compared OMol25 entry of this formula, charge and spin): 303.0 kJ/mol
* lowest unoccupied orbital energy: -1.54 eV
* total energy: -19035.9083 eV

Last column: Mulliken charge in e.
Geometry (Å):
C -0.3013 -1.1403 -1.1090  -0.0045
C -0.7096 0.0307 2.8322  0.0725
C 0.4815 -0.1373 -0.7028  -0.5270
N -0.8193 -2.1119 -0.3041  -0.3160
N -0.7621 -0.4727 1.5801  -0.3088
O -0.3947 -0.5574 3.8378  -0.5188
S -1.0824 -1.9575 1.2006  0.3605
H -0.5924 -1.2495 -2.1474  0.3352
H -0.9139 1.1190 2.8195  0.3489
H 0.8550 0.5742 -1.4211  0.2679
H 0.8684 -0.0564 0.2921  0.2900

---

ORCA calculation (ωB97M-V with the def2-TZVPD basis set) on one molecule with the formula C3H4N2S at a distorted geometry.

Summary:
* relative energy (zero: lowest compared OMol25 entry of this formula, charge and spin): 127.6 kJ/mol
* lowest unoccupied orbital energy: 0.22 eV
* total energy: -16990.1688 eV

Last column: Mulliken charge in e.
Geometry (Å):
S -2.6817 -0.2064 -0.0239  -0.3365
C -1.0040 -0.2411 -0.0293  0.0198
C -0.0343 0.9300 -0.0016  -0.3046
C 1.2992 0.2568 -0.0556  -0.1645
N 1.1626 -1.0120 -0.0249  -0.5811
N -0.1807 -1.3043 -0.0050  0.1781
H -0.2633 1.5419 0.8677  0.2877
H -0.0619 1.6094 -0.8541  0.2548
H 2.2672 0.7116 0.1023  0.4052
H -0.5031 -2.2858 0.0245  0.2411

---

ORCA calculation (ωB97M-V with the def2-TZVPD basis set) on a 2-piece molecular cluster, C3H4N2S overall at a distorted geometry.

Summary:
* relative energy (zero: lowest compared OMol25 entry of this formula, charge and spin): 382.0 kJ/mol
* lowest unoccupied orbital energy: -1.09 eV
* total energy: -16987.5320 eV

Last column: Mulliken charge in e.
Geometry (Å):
C 0.6285 0.7628 -0.0956  -0.3201
C 0.4771 0.6028 1.2537  -0.2797
C -0.4137 -1.1996 0.4161  -0.0098
H -1.0050 1.0635 -2.0924  0.1470
H 0.8897 1.4751 -0.7260  0.5471
H 0.7073 1.2891 2.1944  0.2953
H -0.6693 -2.2785 0.3804  0.3386
N -0.0369 -0.3683 -0.6571  -0.0209
N 0.0083 -0.6073 1.4869  -0.5585
S -0.5861 -0.7396 -2.1604  -0.1389

---

ORCA calculation (ωB97M-V with the def2-TZVPD basis set) on one molecule with the formula C3H4N2S at a distorted geometry.

Summary:
* relative energy (zero: lowest compared OMol25 entry of this formula, charge and spin): 301.5 kJ/mol
* lowest unoccupied orbital energy: 0.41 eV
* total energy: -16988.3666 eV

Last column: Mulliken charge in e.
Geometry (Å):
C -0.9434 -0.6368 -0.5843  -0.0027
N -0.1080 -1.5897 -0.5178  -0.3151
N 0.8686 -1.2590 0.5838  -0.2895
C 1.4633 -0.1962 0.6506  -0.0701
S 1.0060 1.3644 -0.3712  -0.1191
C -0.7182 0.8418 -0.0982  -0.6035
H -1.6630 -0.7239 -1.3143  0.3805
H 2.4256 -0.2251 1.3206  0.3778
H -0.8204 0.9646 0.9378  0.3220
H -1.5104 1.4599 -0.6070  0.3197